Density functional theory data (ωB97M-V/def2-TZVPD) for 4 unconnected molecules or ions with the total composition C10H18N2O3 at a distorted geometry.

```
33
Properties=species:S:1:pos:R:3
C -0.048 -1.408 1.611
C 0.638 -0.494 0.548
C 0.465 -2.840 1.826
C -0.304 -3.583 0.838
C -1.800 -3.093 0.840
C 0.048 1.165 -1.350
C 1.224 0.941 -2.380
C -0.232 2.426 -0.641
C -0.369 3.649 -1.641
C 1.005 2.908 0.212
H -2.155 -1.596 1.880
H -0.069 -0.827 2.577
H 0.222 -3.258 2.907
H 1.557 -2.914 1.677
H 0.071 -3.564 -0.285
H -0.217 -4.796 1.145
H -2.531 -3.630 1.532
H -2.341 -3.117 -0.200
H -1.181 -0.325 -0.390
H -0.923 1.119 -2.081
H -1.213 2.492 -0.006
H 1.001 4.332 -1.700
H -1.655 4.483 -1.285
H -0.423 2.655 -2.897
H 1.069 2.158 1.035
H 0.729 3.710 0.910
H 1.866 2.968 -0.366
H 1.991 0.367 -0.696
N -1.525 -1.632 1.121
N -0.156 -0.112 -0.499
O 1.743 -0.011 0.934
O 1.295 1.177 -3.600
O 2.223 0.651 -1.577
```

Results
- Energy: -726.760765 Eh
- E_HOMO: -9.7 eV
- LUMO energy: 0.33 eV
- Energy relative to the best compared isomer or geometry (same formula, charge and spin): 937.8 kJ/mol
- Gap between HOMO and LUMO: 10.0 eV
- Net charge: 0
- M: 214.26 u

Density functional theory data (ωB97M-V/def2-TZVPD) for C15H20N4O2S in the gas phase at a distorted geometry.

```
42
Properties=species:S:1:pos:R:3
C 2.155 0.898 -1.983
N 1.797 0.741 -0.604
C 0.623 1.083 -0.003
S -0.710 1.789 -0.865
C -1.867 2.062 0.518
C -3.191 1.325 0.361
O -4.183 1.966 0.056
N -3.241 0.000 0.606
C -4.565 -0.607 0.551
C -4.594 -2.067 0.108
C -3.745 -2.361 -1.129
C -2.301 -2.716 -0.779
C -1.497 -1.525 -0.269
C -2.117 -0.838 0.956
N 0.655 0.792 1.274
N 1.848 0.254 1.540
C 2.542 0.218 0.427
C 3.875 -0.293 0.325
C 4.677 -0.817 1.309
C 5.889 -1.167 0.677
C 5.741 -0.834 -0.635
O 4.527 -0.305 -0.862
H 2.342 -0.076 -2.437
H 1.334 1.391 -2.502
H 3.059 1.504 -2.070
H -2.100 3.127 0.505
H -1.326 1.801 1.425
H -5.150 0.001 -0.145
H -5.034 -0.521 1.539
H -4.281 -2.722 0.924
H -5.640 -2.301 -0.103
H -4.183 -3.207 -1.664
H -3.762 -1.500 -1.799
H -2.299 -3.507 -0.025
H -1.805 -3.111 -1.669
H -1.404 -0.792 -1.072
H -0.493 -1.861 0.001
H -2.460 -1.592 1.669
H -1.347 -0.245 1.453
H 4.411 -0.925 2.339
H 6.751 -1.605 1.135
H 6.398 -0.920 -1.477
```

Results
- Energy: -1351.264382 Eh
- E_HOMO: -8.0 eV
- LUMO energy: 0.53 eV
- Energy relative to the best compared isomer or geometry (same formula, charge and spin): 106.9 kJ/mol
- Gap between HOMO and LUMO: 8.5 eV
- Net charge: 0
- M: 320.42 u

Density functional theory data (ωB97M-V/def2-TZVPD) for a molecular structure, C26H68O26PbS8 at a distorted geometry.

```
129
Properties=species:S:1:pos:R:3
Pb 1.756 -1.469 -2.974
O 0.999 -1.920 -1.067
C 0.490 -0.892 -0.252
C -0.068 0.309 -1.107
O 0.593 0.665 -2.267
H 1.236 -0.501 0.456
H -0.356 -1.274 0.334
H -0.138 1.240 -0.524
H -1.121 0.066 -1.309
O 3.832 -0.202 -2.240
S 4.890 0.064 -1.282
O 6.127 -0.654 -1.421
O 5.200 1.641 -1.237
C 4.009 2.464 -1.370
C 4.352 3.867 -0.921
C 4.349 -0.085 0.415
H 3.060 2.102 -0.960
H 3.818 2.297 -2.432
H 5.081 4.165 -1.674
H 4.711 3.868 0.106
H 3.495 4.537 -0.982
H 5.120 0.344 1.048
H 4.270 -1.153 0.601
H 3.423 0.484 0.410
O 2.412 4.133 3.888
S 1.489 3.041 3.628
O 1.182 1.985 4.553
O 0.146 3.694 3.067
C 0.098 5.028 2.524
C -0.665 4.954 1.218
C 2.006 2.272 2.063
H 1.125 5.307 2.284
H -0.266 5.762 3.241
H -0.168 4.303 0.498
H -0.711 5.952 0.779
H -1.678 4.566 1.324
H 1.136 1.762 1.654
H 2.820 1.603 2.339
H 2.347 3.040 1.371
O 0.690 -0.710 -5.115
S -0.195 -0.174 -6.113
O -0.126 -0.445 -7.512
O -1.741 -0.293 -5.705
C -2.139 -0.065 -4.357
C -3.375 0.810 -4.398
C 0.023 1.653 -6.003
H -1.395 0.437 -3.733
H -2.565 -0.928 -3.842
H -4.197 0.138 -4.634
H -3.195 1.636 -5.090
H -3.591 1.335 -3.466
H -0.805 2.126 -6.530
H 0.986 1.856 -6.464
H -0.070 2.033 -4.985
O 4.343 -1.244 3.089
S 3.685 -2.355 3.756
O 4.295 -3.655 3.831
O 3.171 -1.926 5.253
C 2.598 -0.628 5.348
C 2.725 0.000 6.737
C 2.047 -2.604 2.957
H 1.616 -0.504 4.888
H 3.224 0.003 4.709
H 2.277 0.990 6.754
H 3.741 -0.080 7.123
H 2.179 -0.547 7.512
H 1.379 -2.837 3.785
H 2.135 -3.454 2.288
H 1.792 -1.648 2.508
O -2.438 4.276 -1.601
S -1.835 5.327 -2.368
O -2.032 6.676 -1.914
O -0.207 5.156 -2.402
C 0.275 3.819 -2.475
C 1.477 3.783 -3.429
C -2.185 5.119 -4.147
H -0.529 3.177 -2.845
H 0.500 3.388 -1.499
H 2.244 4.504 -3.140
H 1.321 4.107 -4.461
H 1.881 2.773 -3.491
H -1.626 4.302 -4.594
H -1.958 6.089 -4.594
H -3.225 5.059 -4.469
O 3.187 -5.530 0.501
S 2.398 -6.688 0.101
O 2.850 -8.028 0.377
O 0.867 -6.573 0.696
C 0.319 -5.207 0.714
C -0.593 -5.197 1.918
C 1.939 -6.560 -1.728
H -0.110 -5.093 -0.283
H 1.006 -4.364 0.803
H -1.190 -4.306 1.716
H -0.044 -5.166 2.856
H -1.193 -6.106 1.904
H 1.164 -7.317 -1.805
H 2.792 -6.950 -2.281
H 1.812 -5.483 -1.770
O -5.131 2.186 4.284
S -4.224 1.295 3.628
O -4.250 -0.138 3.754
O -4.308 1.629 2.051
C -3.205 1.270 1.180
C -3.715 1.499 -0.203
C -2.593 1.922 4.158
H -2.885 0.231 1.269
H -2.424 2.010 1.367
H -4.397 0.693 -0.486
H -2.889 1.551 -0.911
H -4.329 2.396 -0.290
H -1.860 1.159 3.904
H -2.691 1.979 5.240
H -2.472 2.903 3.709
O -5.779 -2.516 0.860
S -4.653 -3.347 1.173
O -4.363 -3.743 2.516
O -4.835 -4.680 0.206
C -3.948 -5.770 0.453
C -3.348 -6.257 -0.861
C -3.096 -2.704 0.483
H -4.435 -6.549 1.042
H -3.148 -5.482 1.140
H -2.462 -6.836 -0.583
H -2.907 -5.403 -1.372
H -4.047 -6.922 -1.360
H -3.333 -1.792 -0.065
H -2.662 -3.405 -0.225
H -2.393 -2.453 1.274
```

Results
- Energy: -6365.796998 Eh
- E_HOMO: -9.2 eV
- LUMO energy: -0.49 eV
- Energy relative to the best compared isomer or geometry (same formula, charge and spin): 227.7 kJ/mol
- Gap between HOMO and LUMO: 8.7 eV
- Net charge: 0
- M: 1260.54 u